No. 1
A molecular structure, C5H5ClINS in a non-equilibrium geometry. Source: the Open Molecules 2025 dataset; level of theory: ωB97M-V/def2-TZVPD.

```
14
Properties=species:S:1:pos:R:3:forces:R:3
C 0.817 -2.171 0.451 0.7 3.8 -1.3
C 0.161 0.011 -0.510 1.8 -0.5 1.0
C -0.137 -1.284 -0.086 0.9 -1.6 0.7
C 2.281 0.022 0.482 -1.5 0.2 -0.5
C -1.824 1.490 0.088 3.2 1.9 -1.3
N -0.532 1.093 -0.504 -0.5 -0.3 0.6
S 2.458 -1.632 0.474 -0.4 0.1 0.0
Cl -1.690 -2.006 -0.488 -0.1 0.3 0.0
I 3.995 1.129 -0.075 -0.2 -0.3 0.0
H 0.800 -3.182 0.613 -1.0 -2.2 0.4
H -2.187 0.725 0.597 -1.8 -3.4 2.4
H -1.585 2.325 0.767 -0.8 0.0 -0.6
H -2.362 1.613 -0.814 -1.5 1.1 -0.3
H -0.196 1.867 -0.997 1.1 0.9 -1.1
```
Forces are in eV/Å.

LUMO level (eV): 0.05
Spin multiplicity: 1

Results of the natural (NBO) charge analysis, in e, for atoms 1 through 6: -0.46, 0.26, -0.15, -0.62, -0.41, -0.52

***

No. 2
CH3BCl2O2 in the gas phase in a non-equilibrium geometry. Source: the Open Molecules 2025 dataset; level of theory: ωB97M-V/def2-TZVPD.

```
9
Properties=species:S:1:pos:R:3:forces:R:3
B -0.274 0.214 -0.289 -2.7 0.5 0.8
C 0.834 -0.265 0.703 3.0 2.9 1.5
O -0.051 0.051 -1.605 3.2 2.1 2.5
O -1.440 0.722 0.292 1.2 -0.4 -0.2
Cl 0.468 -0.245 2.501 -0.3 -0.5 -1.0
Cl 1.469 -1.773 0.064 0.3 -0.3 0.5
H 1.728 0.584 0.784 -2.1 -2.4 -0.9
H -0.568 -0.346 -2.211 -2.9 -1.8 -2.9
H -2.165 1.059 -0.238 0.2 -0.1 -0.3
```
Forces are in eV/Å.

Structure (SMILES): OB(O)C(Cl)Cl
LUMO level (eV): 0.21
Spin multiplicity: 1
Energy above the lowest of the compared OMol25 structures with the same formula, charge and spin (eV): 0.871

Results of the natural (NBO) charge analysis, in e, for atoms 1 through 6: 1.11, -0.57, -0.90, -0.88, -0.04, 0.01

***

No. 3
A gas-phase ion, CH3N2O (charge -1) in a non-equilibrium geometry. Source: the Open Molecules 2025 dataset; level of theory: ωB97M-V/def2-TZVPD.

```
7
Properties=species:S:1:pos:R:3:forces:R:3
C -0.295 0.263 0.241 -2.9 0.7 0.6
N 0.700 -0.669 0.084 3.2 -1.6 -0.6
N 1.668 -0.716 0.989 -0.9 -0.5 -1.2
O 2.746 -1.298 0.684 -0.3 -0.1 -0.5
H -1.305 -0.259 0.166 0.7 0.4 -0.2
H -0.184 0.466 1.307 -0.4 0.8 0.2
H 0.824 -1.056 -0.897 0.6 0.2 1.7
```
Forces are in eV/Å.

LUMO level (eV): 5.46
Spin multiplicity: 1
Total charge: -1
Energy above the lowest of the compared OMol25 structures with the same formula, charge and spin (eV): 1.537

Results of the natural (NBO) charge analysis, in e, for atoms 1 through 6: -0.73, -0.35, 0.10, -0.61, 0.10, 0.14

***

No. 4
A molecular structure, C45H41N3P3V. Source: the Open Molecules 2025 dataset; level of theory: ωB97M-V/def2-TZVPD.

```
93
Properties=species:S:1:pos:R:3:forces:R:3
V 0.153 0.103 -0.320 -0.2 0.0 0.0
N 2.629 1.321 0.905 -0.1 0.0 0.0
P 1.084 0.999 1.600 0.0 0.0 0.0
C 0.717 2.606 2.440 0.0 0.0 0.0
C 1.640 3.275 3.244 0.0 0.0 0.0
C 1.320 4.488 3.832 0.0 0.0 0.0
C 0.062 5.048 3.631 0.0 0.0 0.0
C -0.867 4.388 2.843 0.0 0.0 0.0
C -0.537 3.173 2.253 0.0 0.0 0.0
C 1.480 0.001 3.087 -0.1 0.0 0.0
C 2.534 -0.907 3.050 0.0 0.0 0.0
C 2.772 -1.758 4.119 0.0 0.0 0.0
C 1.952 -1.719 5.237 0.0 0.0 0.0
C 0.895 -0.819 5.283 0.0 0.0 0.0
C 0.664 0.038 4.217 0.0 0.0 0.0
P 2.502 0.500 -0.592 0.2 0.1 -0.1
C 3.857 -0.730 -0.520 0.0 0.0 0.0
C 3.531 -2.082 -0.540 0.0 0.0 0.0
C 4.518 -3.048 -0.383 0.1 0.0 0.0
C 5.840 -2.665 -0.209 0.0 0.0 0.0
C 6.177 -1.316 -0.198 0.0 0.0 0.0
C 5.191 -0.355 -0.355 0.0 0.0 0.0
C 3.149 1.710 -1.803 0.0 -0.1 0.0
C 2.709 3.030 -1.727 0.0 0.0 0.0
C 2.950 3.917 -2.764 0.0 0.0 0.0
C 3.646 3.501 -3.890 0.0 0.0 0.0
C 4.101 2.192 -3.971 0.0 0.0 0.0
C 3.846 1.300 -2.939 0.0 0.0 0.0
H 3.469 1.684 1.342 0.0 0.0 0.0
H 2.616 2.835 3.421 0.0 0.0 0.0
H 2.048 4.999 4.451 0.0 0.0 0.0
H -0.189 5.995 4.091 0.0 0.0 0.0
H -1.848 4.819 2.684 0.0 0.0 0.0
H -1.256 2.644 1.636 0.0 0.0 0.0
H 3.159 -0.965 2.166 0.0 0.0 0.0
H 3.590 -2.466 4.069 0.0 0.0 0.0
H 2.131 -2.392 6.067 0.0 0.0 0.0
H 0.248 -0.784 6.152 0.0 0.0 0.0
H -0.161 0.740 4.260 0.0 0.0 0.0
H 2.491 -2.357 -0.655 0.0 0.0 0.0
H 4.246 -4.096 -0.388 0.0 0.0 0.0
H 6.611 -3.416 -0.082 0.0 0.0 0.0
H 7.209 -1.015 -0.066 0.0 0.0 0.0
H 5.457 0.697 -0.355 0.0 0.0 0.0
H 2.143 3.352 -0.861 0.0 0.0 0.0
H 2.569 4.929 -2.705 0.0 0.0 0.0
H 3.817 4.189 -4.708 0.0 0.0 0.0
H 4.642 1.858 -4.849 0.0 0.0 0.0
H 4.183 0.273 -3.023 0.0 0.0 0.0
C 0.280 -1.518 0.282 0.0 0.0 0.4
C 0.295 -2.866 0.815 0.0 0.0 -0.2
C 0.108 -3.139 2.183 0.0 0.1 0.0
C 0.131 -4.434 2.671 0.0 -0.1 0.0
C 0.333 -5.515 1.818 0.0 0.1 0.0
C 0.506 -5.272 0.460 0.0 0.0 0.0
C 0.487 -3.976 -0.029 0.0 0.0 -0.1
H -0.054 -2.308 2.859 0.0 0.0 0.0
H -0.010 -4.604 3.733 0.0 0.0 0.0
H 0.349 -6.526 2.204 0.0 0.0 0.0
H 0.656 -6.101 -0.223 0.0 0.0 0.0
H 0.620 -3.793 -1.090 0.0 0.0 0.0
N -0.586 5.157 -5.929 0.0 0.0 0.0
C -0.527 4.394 -5.056 0.0 -0.1 0.0
C -0.452 3.470 -4.000 0.0 0.1 0.0
C -0.784 3.827 -2.658 0.0 0.0 0.1
C -0.656 2.911 -1.659 0.0 0.0 0.0
N -0.222 1.623 -1.836 0.1 0.0 0.0
C 0.094 1.285 -3.132 0.0 0.0 0.0
C -0.001 2.130 -4.191 0.0 -0.1 0.0
H -1.123 4.828 -2.425 0.0 0.0 0.0
H -0.879 3.194 -0.636 0.0 0.0 0.0
H 0.451 0.270 -3.278 0.0 0.0 0.0
H 0.281 1.787 -5.178 0.0 0.0 0.0
C -2.897 -1.066 1.317 0.0 0.0 -0.1
P -2.205 -0.096 -0.068 0.1 0.1 0.1
C -3.409 1.298 -0.087 0.0 0.0 0.0
C -2.762 -1.050 -1.528 0.0 -0.1 0.1
C -3.239 -0.434 -2.682 0.0 0.1 0.0
C -3.517 -1.181 -3.820 0.0 0.0 0.0
C -3.320 -2.553 -3.820 0.0 0.0 0.0
C -2.830 -3.176 -2.678 0.0 0.0 -0.1
C -2.544 -2.431 -1.548 0.0 0.1 0.0
H -3.965 -1.253 1.184 0.0 0.0 0.0
H -2.731 -0.503 2.238 0.0 0.0 0.0
H -2.359 -2.008 1.406 0.0 0.0 0.0
H -4.438 0.953 -0.218 0.0 0.0 0.0
H -3.163 2.004 -0.880 0.0 0.0 0.0
H -3.329 1.818 0.870 0.0 0.0 0.0
H -3.378 0.640 -2.709 0.0 0.0 0.0
H -3.876 -0.682 -4.712 0.0 0.0 0.0
H -3.535 -3.133 -4.709 0.0 0.0 0.0
H -2.657 -4.246 -2.674 0.0 0.0 0.0
H -2.117 -2.916 -0.678 0.0 0.0 0.0
```
Forces are in eV/Å.

LUMO level (spin up / spin down) (eV): 2.49 / 2.49
Spin multiplicity: 2
Total charge: -1
Energy above the lowest of the compared OMol25 structures with the same formula, charge and spin (eV): 0.000

Results of the Mulliken charge analysis, in e, for atoms 1 through 6: -1.93, 0.01, 1.74, 0.24, -0.65, -0.71

***

No. 5
5 unconnected molecules or ions with the total composition C22H43FN3O9S4 in a non-equilibrium geometry. Source: the Open Molecules 2025 dataset; level of theory: ωB97M-V/def2-TZVPD.

```
82
Properties=species:S:1:pos:R:3:forces:R:3
C 2.161 1.701 0.608 -0.3 -0.1 -0.6
C 1.426 0.827 0.949 0.4 -0.4 0.3
N 0.701 -0.334 1.298 0.2 1.1 -0.3
C -0.340 -0.046 2.363 -0.3 0.7 0.4
C -0.058 -0.588 3.778 -0.4 -0.9 0.3
F 0.251 0.472 4.608 0.1 0.2 -0.2
N 0.926 -1.615 3.914 0.1 0.5 -0.2
C 2.071 -1.479 3.030 0.7 -0.7 0.3
N 2.957 -2.616 3.229 -0.9 0.6 -0.2
O 2.731 -0.270 3.315 -0.6 0.3 -0.6
C 1.585 -1.497 1.582 0.2 -0.9 0.3
H 2.733 2.441 0.094 0.1 0.1 0.4
H 0.187 -0.568 0.421 -0.2 -0.7 -0.2
H -1.314 -0.375 1.997 0.3 -0.4 -0.1
H -0.409 1.041 2.444 0.1 -0.1 -0.1
H -0.994 -1.000 4.166 0.0 0.1 -0.1
H 0.541 -2.550 3.894 0.1 0.0 0.1
H 3.556 -2.328 4.005 0.0 -0.6 -0.2
H 3.584 -2.643 2.430 0.1 -0.2 0.1
H 2.797 -0.180 4.276 0.1 0.1 0.0
H 0.975 -2.396 1.466 0.0 0.2 0.0
H 2.395 -1.587 0.857 -0.1 0.6 -0.1
C 6.530 -2.028 8.317 -0.1 0.0 0.0
C 5.355 -3.012 8.363 0.1 0.0 0.0
C 4.341 -2.564 7.302 -0.1 -0.2 0.3
S 5.291 -1.723 6.031 0.4 -0.3 0.5
O 4.894 -0.335 5.999 -0.2 -0.1 -0.4
O 5.298 -2.528 4.827 0.0 0.4 0.0
C 6.876 -1.861 6.841 0.2 0.0 0.2
H 7.384 -2.390 8.886 0.0 0.0 0.0
H 6.226 -1.068 8.740 0.0 0.0 0.0
H 5.712 -4.017 8.130 0.0 0.0 0.0
H 4.896 -3.048 9.350 0.0 0.0 0.0
H 3.818 -3.406 6.854 0.0 0.1 -0.1
H 3.623 -1.852 7.705 0.0 0.1 -0.1
H 7.470 -0.974 6.630 -0.1 0.0 -0.1
H 7.371 -2.748 6.446 0.0 0.0 -0.1
C -2.994 -1.063 -3.495 0.2 0.1 0.5
C -2.641 0.301 -2.880 0.4 -0.1 -0.3
C -2.362 0.075 -1.390 0.0 0.4 0.0
S -1.770 -1.611 -1.247 -0.7 0.2 -0.8
O -2.708 -2.381 -0.472 0.4 0.0 0.3
O -0.350 -1.597 -0.888 0.1 0.1 0.6
C -1.931 -2.030 -2.969 0.0 -0.1 -0.5
H -2.996 -1.028 -4.584 0.0 0.0 0.0
H -3.978 -1.381 -3.168 -0.1 -0.1 0.0
H -1.745 0.698 -3.365 0.0 0.0 0.1
H -3.436 1.020 -3.018 -0.1 0.1 0.0
H -1.600 0.756 -1.011 0.0 0.0 0.0
H -3.268 0.159 -0.790 0.0 -0.1 0.0
H -2.211 -3.077 -3.061 0.1 0.0 0.2
H -0.963 -1.857 -3.442 0.0 0.0 0.1
C -8.291 0.389 -5.670 0.0 0.0 0.1
C -8.850 1.154 -4.464 0.0 0.0 -0.1
C -7.963 0.822 -3.258 -0.4 0.1 0.0
S -6.340 0.444 -3.925 -0.7 0.3 -0.4
O -6.052 -0.944 -3.665 0.2 0.0 0.1
O -5.417 1.495 -3.565 0.1 -0.2 0.2
C -6.783 0.620 -5.647 -0.2 0.0 -0.3
H -8.730 0.730 -6.606 0.0 0.0 0.0
H -8.506 -0.677 -5.566 0.0 0.0 0.0
H -8.813 2.227 -4.665 0.0 0.0 0.0
H -9.889 0.894 -4.268 0.0 0.0 0.0
H -7.876 1.659 -2.570 0.1 -0.1 0.1
H -8.315 -0.061 -2.727 0.1 0.0 0.0
H -6.223 -0.098 -6.242 0.1 0.0 0.1
H -6.532 1.636 -5.950 0.0 0.0 0.1
C 2.574 4.742 -4.151 0.0 -0.1 0.1
C 3.499 3.772 -3.402 0.0 0.0 -0.1
C 2.676 2.518 -3.081 0.4 0.1 0.2
S 1.415 2.399 -4.356 0.3 0.1 -0.2
O 0.123 2.572 -3.736 -0.1 -0.2 0.0
O 1.694 1.268 -5.202 -0.3 -0.1 0.1
C 1.857 3.907 -5.208 0.1 0.3 0.0
H 3.129 5.563 -4.602 0.0 0.0 0.0
H 1.845 5.168 -3.458 0.0 0.0 0.0
H 4.343 3.504 -4.040 0.0 0.0 0.0
H 3.904 4.222 -2.496 0.0 0.0 0.0
H 3.282 1.615 -3.097 -0.1 -0.1 0.0
H 2.162 2.605 -2.125 -0.1 0.0 -0.1
H 0.959 4.378 -5.600 -0.1 -0.1 0.0
H 2.528 3.638 -6.024 0.0 -0.1 0.0
```
Forces are in eV/Å.

LUMO level (eV): -1.70
Spin multiplicity: 1
Total charge: +1

Results of the Mulliken charge analysis, in e, for atoms 1 through 6: 0.79, -1.58, 1.00, -0.64, 0.14, -0.36

***

No. 6
2 unconnected molecules or ions with the total composition C29H43N5O2S in a non-equilibrium geometry. Source: the Open Molecules 2025 dataset; level of theory: ωB97M-V/def2-TZVPD.

```
80
Properties=species:S:1:pos:R:3:forces:R:3
C 2.545 1.891 -0.679 0.2 0.0 0.4
C 2.008 2.051 -2.086 -0.4 0.3 -0.1
C 2.511 3.313 -2.779 0.5 0.2 -0.2
N 0.547 2.135 -2.029 -0.9 -0.3 0.3
N -0.007 3.333 -2.105 -2.2 0.9 0.3
N -1.334 3.113 -2.005 2.2 0.2 0.1
C -2.164 4.357 -1.869 0.4 -0.4 -0.3
C -1.899 5.211 -3.089 -0.2 0.4 -0.4
C -1.784 5.085 -0.594 0.0 0.2 0.4
C -1.626 1.795 -1.875 -0.9 0.5 0.0
C -3.064 1.274 -1.890 0.5 0.4 0.3
C -3.049 -0.250 -1.957 -0.1 -0.2 0.0
C -3.824 1.819 -3.115 0.0 -0.1 0.0
C -3.717 1.712 -0.572 -0.3 -0.1 0.1
C -0.388 1.129 -1.765 1.6 -2.1 -0.6
C 0.008 -0.207 -1.561 -0.4 0.9 -0.3
H 3.636 1.774 -0.679 -0.2 0.0 -0.1
H 2.302 2.783 -0.084 0.0 -0.2 -0.1
H 2.097 1.016 -0.197 0.1 0.1 0.0
H 2.250 1.166 -2.681 -0.1 0.0 0.0
H 3.609 3.324 -2.832 -0.2 -0.2 0.1
H 2.140 3.382 -3.805 0.0 0.0 0.1
H 2.189 4.216 -2.250 0.1 -0.3 -0.1
H -3.207 4.043 -1.825 0.3 0.1 0.0
H -2.512 6.120 -3.070 0.1 -0.2 0.1
H -0.847 5.509 -3.105 -0.2 -0.1 -0.1
H -2.133 4.676 -4.015 0.1 0.0 0.1
H -2.398 5.986 -0.466 0.0 -0.2 -0.1
H -1.933 4.460 0.294 0.1 0.0 -0.2
H -0.736 5.399 -0.641 -0.2 -0.1 0.0
H -2.531 -0.657 -1.085 -0.2 0.0 -0.1
H -4.068 -0.654 -1.968 0.1 0.2 0.0
H -2.537 -0.585 -2.865 -0.1 0.0 0.2
H -3.872 2.912 -3.134 -0.1 -0.2 -0.1
H -3.340 1.489 -4.042 -0.1 0.0 0.2
H -4.856 1.444 -3.112 0.2 0.0 0.0
H -3.717 2.801 -0.461 -0.1 -0.2 0.1
H -4.757 1.367 -0.541 0.1 0.0 0.1
H -3.174 1.276 0.277 -0.2 0.1 -0.2
H -0.733 -0.992 -1.670 0.5 0.2 0.2
H 1.062 -0.452 -1.673 -0.3 0.0 0.1
C 2.832 3.856 4.287 0.1 0.0 0.0
C 1.893 2.732 3.959 -0.4 -0.3 -0.2
C 1.060 2.838 2.836 -0.1 -0.2 0.2
C 0.152 1.830 2.526 0.1 0.0 0.0
C 0.076 0.700 3.338 0.0 0.2 -0.1
S -1.163 -0.518 2.917 0.7 0.0 -1.1
N -0.167 -1.723 2.181 -0.6 -0.3 0.8
C -0.773 -2.801 1.827 -0.7 0.9 0.1
C -0.066 -3.995 1.366 0.9 -1.2 0.2
C -0.707 -5.248 1.156 0.4 0.7 0.1
C 0.022 -6.359 0.723 0.6 0.5 -0.1
C 1.427 -6.282 0.524 -0.9 1.1 0.2
N 2.141 -7.360 -0.025 0.6 -0.5 -0.2
C 2.274 -7.571 -1.456 -0.2 0.3 0.3
C 2.652 -8.451 0.783 -0.2 0.4 0.1
C 2.074 -5.063 0.867 -0.7 -0.3 -0.2
C 1.342 -3.953 1.294 -0.2 -0.4 -0.1
O -1.731 -1.000 4.141 0.1 -0.3 0.0
O -2.028 0.020 1.893 0.2 -0.1 0.4
C 0.900 0.565 4.459 -0.1 0.1 -0.3
C 1.812 1.580 4.754 -0.1 0.1 -0.2
H 3.417 3.632 5.178 0.0 0.0 0.0
H 3.521 4.041 3.459 0.0 0.0 0.1
H 2.284 4.786 4.462 0.0 -0.1 0.0
H 1.106 3.728 2.209 0.0 -0.2 0.1
H -0.504 1.907 1.663 0.1 0.0 0.1
H -1.881 -2.837 1.827 0.4 -0.2 0.2
H -1.767 -5.350 1.394 0.2 0.1 -0.3
H -0.487 -7.292 0.490 0.1 0.1 0.1
H 1.810 -6.747 -2.006 0.1 -0.1 0.1
H 3.330 -7.634 -1.751 0.0 0.1 0.0
H 1.797 -8.511 -1.763 -0.1 0.0 0.0
H 2.459 -8.255 1.842 0.0 -0.1 -0.2
H 2.179 -9.402 0.507 0.0 0.0 0.1
H 3.734 -8.573 0.642 0.0 0.0 0.1
H 3.150 -4.985 0.754 -0.1 -0.1 0.1
H 1.838 -3.044 1.637 -0.1 -0.2 -0.4
H 0.828 -0.322 5.085 0.0 0.2 -0.1
H 2.465 1.494 5.624 -0.2 0.0 -0.2
```
Forces are in eV/Å.

LUMO level (eV): -0.09
Spin multiplicity: 1

Results of the Mulliken charge analysis, in e, for atoms 1 through 6: -1.08, 0.11, -1.56, 0.79, -1.02, 1.02